{"formula": "C36H68BIN4O8P3", "method": "ωB97M-V/def2-TZVPD", "homo_lumo_gap_ev": [8.40, 8.40], "homo_energy_ev": [-8.626, -8.627], "s2": 3.76, "charge": 0, "e_lumo_ev": [-0.23, -0.23], "spin_multiplicity": 4, "species": ["C", "C", "C", "P", "I", "C", "B", "O", "O", "P", "P", "O", "O", "O", "C", "C", "C", "N", "C", "C", "H", "H", "H", "H", "H", "H", "H", "H", "H", "H", "H", "H", "H", "H", "C", "C", "C", "C", "C", "C", "N", "O", "C", "C", "C", "H", "H", "H", "H", "H", "H", "H", "H", "H", "H", "H", "H", "H", "H", "H", "H", "H", "H", "C", "C", "C", "C", "C", "C", "N", "O", "C", "C", "C", "H", "H", "H", "H", "H", "H", "H", "H", "H", "H", "H", "H", "H", "H", "H", "H", "H", "H", "C", "C", "C", "C", "C", "C", "N", "O", "C", "C", "C", "H", "H", "H", "H", "H", "H", "H", "H", "H", "H", "H", "H", "H", "H", "H", "H", "H", "H"], "xyz": [[-2.258, -4.495, 0.241], [-2.150, -3.319, -0.094], [-1.956, -1.791, -0.465], [-1.751, -1.768, -2.382], [0.355, -3.127, -2.082], [-0.802, -0.325, -3.133], [0.477, -0.740, -4.034], [0.423, -1.459, -5.267], [1.783, -0.328, -3.582], [-3.580, -0.459, -2.476], [-4.164, -0.202, -4.584], [-5.460, -0.918, -4.888], [-4.265, 1.460, -4.918], [-2.888, -0.746, -5.554], [-2.605, -3.156, -3.315], [-1.989, -3.948, -4.456], [-2.639, -5.081, -5.180], [-3.911, -5.511, -4.827], [-4.517, -4.799, -3.811], [-4.020, -3.654, -2.986], [-2.362, -5.564, 0.574], [-0.988, -1.429, -0.008], [-2.877, -1.227, -0.125], [-1.446, 0.402, -3.729], [-0.403, 0.286, -2.249], [1.125, -2.140, -5.182], [2.228, 0.040, -4.374], [-4.672, -1.077, -1.772], [-4.546, 1.863, -4.068], [-3.195, -1.560, -6.007], [-0.943, -3.655, -4.783], [-2.102, -5.644, -6.004], [-5.574, -5.140, -3.555], [-4.640, -3.201, -2.161], [3.926, 6.186, -7.061], [3.537, 4.687, -7.023], [2.067, 4.518, -7.453], [1.068, 4.967, -6.389], [1.358, 4.294, -5.051], [2.819, 4.465, -4.590], [3.805, 4.130, -5.661], [3.852, 2.791, -5.767], [3.044, 5.913, -4.101], [3.028, 3.618, -3.315], [4.433, 4.043, -8.106], [4.240, 6.495, -8.062], [3.101, 6.850, -6.799], [4.767, 6.398, -6.395], [1.866, 3.467, -7.690], [1.881, 5.077, -8.376], [1.082, 6.055, -6.281], [0.054, 4.709, -6.712], [0.678, 4.696, -4.294], [1.118, 3.229, -5.140], [4.097, 6.091, -3.866], [2.472, 6.111, -3.191], [2.723, 6.672, -4.814], [2.785, 2.563, -3.466], [2.382, 3.966, -2.505], [4.061, 3.683, -2.961], [5.492, 4.136, -7.848], [4.283, 4.532, -9.072], [4.210, 2.985, -8.265], [2.651, -2.681, 4.933], [1.912, -2.781, 3.575], [1.717, -4.262, 3.196], [3.000, -4.943, 2.727], [3.662, -4.145, 1.610], [3.887, -2.664, 1.972], [2.663, -2.015, 2.533], [1.824, -1.781, 1.512], [5.054, -2.544, 2.977], [4.416, -1.932, 0.717], [0.521, -2.170, 3.863], [1.957, -2.749, 5.775], [3.374, -3.483, 5.089], [3.169, -1.723, 5.037], [0.971, -4.347, 2.397], [1.310, -4.816, 4.049], [3.692, -5.079, 3.563], [2.764, -5.949, 2.364], [4.617, -4.615, 1.352], [3.037, -4.218, 0.713], [5.167, -1.515, 3.330], [6.000, -2.831, 2.511], [4.952, -3.193, 3.846], [3.745, -2.029, -0.141], [5.377, -2.346, 0.403], [4.565, -0.866, 0.915], [0.604, -1.115, 4.139], [0.033, -2.691, 4.691], [-0.160, -2.251, 3.013], [-3.875, 0.480, 8.878], [-2.642, 0.376, 7.945], [-2.028, 1.773, 7.735], [-2.851, 2.666, 6.809], [-3.141, 1.959, 5.489], [-3.774, 0.566, 5.672], [-3.035, -0.279, 6.659], [-1.915, -0.716, 6.061], [-5.249, 0.717, 6.108], [-3.876, -0.107, 4.284], [-1.636, -0.477, 8.752], [-3.586, 0.451, 9.931], [-4.429, 1.411, 8.755], [-4.564, -0.355, 8.724], [-1.020, 1.678, 7.313], [-1.906, 2.277, 8.700], [-3.783, 2.969, 7.294], [-2.299, 3.590, 6.612], [-3.797, 2.591, 4.883], [-2.203, 1.871, 4.930], [-5.691, -0.254, 6.345], [-5.848, 1.159, 5.308], [-5.387, 1.373, 6.967], [-2.909, -0.178, 3.779], [-4.526, 0.469, 3.621], [-4.295, -1.114, 4.363], [-2.026, -1.483, 8.930], [-1.439, -0.021, 9.726], [-0.666, -0.566, 8.258]], "forces_ev_per_a": [[-0.077, 0.963, -0.123], [0.135, 0.132, 0.524], [-0.391, -2.495, 0.369], [-1.147, 0.371, -0.019], [1.231, -0.555, -0.020], [0.594, 0.804, -0.195], [1.694, -0.532, -0.065], [0.017, 0.202, 1.852], [-1.930, 0.385, -1.345], [-0.433, 1.742, 0.559], [-1.803, -1.005, -2.038], [2.137, 1.152, 0.425], [0.692, -2.369, 1.259], [-1.795, 0.986, 1.257], [-2.399, -4.040, -2.313], [-0.591, 0.159, 0.507], [-0.673, 1.812, 2.357], [1.522, 2.436, 1.167], [0.030, 0.910, 1.017], [2.798, -0.763, -2.332], [0.188, 1.936, -0.683], [-1.122, -0.302, -0.473], [1.220, -0.491, -0.373], [0.492, -1.085, 0.762], [-0.601, -1.030, -0.964], [-0.356, 0.707, -0.412], [0.143, -0.500, 0.598], [0.253, -0.038, -0.955], [0.189, -0.064, -0.612], [0.083, 0.494, 0.359], [-1.531, -0.410, 0.472], [-0.739, 0.908, 1.179], [1.590, 0.400, -0.417], [0.759, -0.772, -1.251], [-0.078, 0.324, 0.181], [0.648, 1.457, -1.384], [-0.297, -0.193, 0.316], [0.005, -0.013, -0.026], [-0.035, -0.097, -0.446], [-0.270, 1.209, 1.782], [-1.707, -3.488, -0.800], [0.572, 1.826, 0.327], [-0.036, 0.362, -0.261], [0.291, -0.588, -0.433], [0.033, -0.655, 0.402], [-0.087, -0.251, 0.033], [0.061, -0.056, 0.114], [-0.112, -0.075, -0.002], [0.192, -0.003, 0.088], [0.274, -0.009, 0.063], [0.046, -0.001, 0.015], [0.079, 0.047, 0.021], [0.252, -0.016, 0.104], [0.204, -0.020, 0.018], [-0.068, -0.080, -0.078], [0.007, -0.243, -0.057], [0.103, -0.069, -0.028], [0.142, 0.111, -0.110], [-0.015, 0.215, -0.243], [-0.062, -0.010, -0.104], [-0.099, -0.016, 0.043], [-0.138, 0.179, 0.254], [0.046, 0.073, 0.240], [0.332, -0.078, 0.158], [-0.440, -0.061, 2.055], [0.190, -0.157, -0.415], [-0.019, 0.007, 0.010], [-0.423, -0.161, 0.100], [2.152, 0.101, 0.002], [-2.277, -1.290, -2.875], [1.133, 0.405, 1.416], [-0.003, -0.173, 0.409], [-0.734, 0.218, -0.175], [-0.024, 0.261, -0.708], [-0.108, -0.022, -0.251], [0.058, 0.101, -0.084], [-0.024, -0.090, -0.095], [0.034, 0.218, 0.003], [-0.001, 0.283, 0.053], [0.003, 0.044, 0.011], [0.033, 0.069, 0.048], [0.038, 0.272, 0.017], [-0.033, 0.214, 0.043], [-0.096, -0.073, -0.045], [-0.182, 0.029, -0.168], [-0.081, 0.100, -0.009], [-0.090, 0.082, 0.210], [-0.069, -0.118, 0.291], [-0.075, -0.086, 0.024], [0.017, -0.083, -0.033], [0.307, -0.035, -0.014], [0.218, 0.082, -0.051], [-0.348, 0.142, 0.004], [-0.465, 0.083, 2.047], [0.027, 0.166, -0.434], [0.009, -0.009, 0.018], [0.361, 0.078, 0.269], [-1.942, 0.323, -0.858], [3.472, 0.671, -1.684], [-1.720, -0.073, 0.857], [-0.132, 0.181, 0.371], [0.665, -0.377, 0.128], [0.282, -0.302, -0.650], [0.194, 0.000, -0.184], [-0.032, -0.095, -0.100], [0.079, 0.082, -0.073], [-0.079, -0.199, -0.013], [-0.073, -0.270, 0.033], [-0.013, -0.042, 0.005], [-0.064, -0.062, 0.032], [-0.091, -0.258, -0.009], [-0.035, -0.207, 0.044], [0.118, 0.052, 0.000], [0.223, -0.070, -0.076], [0.057, -0.113, 0.018], [-0.018, -0.084, 0.230], [-0.036, 0.119, 0.302], [0.075, 0.071, 0.055], [0.002, 0.081, -0.072], [-0.269, 0.139, -0.150], [-0.204, -0.060, -0.142]], "lowdin_charge": [0.069, -0.269, -0.369, 0.398, 0.748, -0.296, -0.784, 0.059, 0.041, 0.645, 0.366, -0.379, -0.220, -0.218, -0.371, -0.096, -0.115, 0.020, -0.138, -0.058, 0.063, 0.077, 0.052, 0.057, 0.114, 0.103, 0.102, -0.091, 0.051, 0.079, 0.060, 0.113, 0.111, 0.078, -0.041, -0.482, -0.136, -0.180, -0.135, -0.486, -0.052, -0.026, -0.042, -0.039, -0.048, 0.081, 0.064, 0.090, 0.124, 0.126, 0.102, 0.115, 0.125, 0.119, 0.092, 0.086, 0.058, 0.065, 0.086, 0.092, 0.091, 0.084, 0.076, -0.039, -0.477, -0.134, -0.181, -0.134, -0.484, -0.052, -0.044, -0.044, -0.042, -0.048, 0.082, 0.064, 0.089, 0.121, 0.126, 0.101, 0.114, 0.125, 0.117, 0.091, 0.085, 0.058, 0.073, 0.084, 0.090, 0.090, 0.083, 0.069, -0.041, -0.481, -0.137, -0.182, -0.136, -0.486, -0.051, -0.028, -0.042, -0.046, -0.048, 0.081, 0.064, 0.090, 0.124, 0.126, 0.101, 0.114, 0.124, 0.124, 0.092, 0.086, 0.058, 0.073, 0.084, 0.090, 0.091, 0.084, 0.075]}



{"formula": "C16H49AsF6O8", "method": "ωB97M-V/def2-TZVPD", "homo_lumo_gap_ev": 8.87, "homo_energy_ev": -9.658, "charge": 0, "e_above_lowest_ev": 0.000, "e_lumo_ev": -0.79, "species": ["O", "H", "H", "H", "As", "F", "F", "F", "F", "F", "F", "C", "C", "O", "H", "H", "H", "H", "H", "H", "C", "C", "O", "H", "H", "H", "H", "H", "H", "C", "C", "O", "H", "H", "H", "H", "H", "H", "C", "C", "O", "H", "H", "H", "H", "H", "H", "C", "C", "O", "H", "H", "H", "H", "H", "H", "C", "C", "C", "O", "H", "H", "H", "H", "H", "H", "H", "H", "C", "C", "C", "O", "H", "H", "H", "H", "H", "H", "H", "H"], "xyz": [[2.597, -0.601, 3.229], [1.914, -0.989, 2.583], [3.002, -1.332, 3.732], [2.122, 0.046, 3.788], [0.310, 0.034, 0.284], [-0.250, 0.925, -1.075], [-1.013, 0.725, 1.164], [0.712, -0.828, 1.787], [1.720, -0.588, -0.468], [1.292, 1.368, 0.789], [-0.634, -1.303, -0.212], [-3.598, -1.343, -1.093], [-4.695, -0.686, -0.270], [-5.774, -0.206, -1.049], [-3.008, -0.573, -1.592], [-4.045, -2.035, -1.812], [-2.888, -1.885, -0.471], [-4.254, 0.146, 0.284], [-5.071, -1.365, 0.507], [-5.975, -0.884, -1.701], [-2.480, 3.403, -0.610], [-2.065, 4.528, 0.295], [-2.366, 5.808, -0.255], [-2.164, 2.407, -0.279], [-2.054, 3.482, -1.613], [-3.562, 3.258, -0.667], [-1.002, 4.475, 0.559], [-2.593, 4.457, 1.249], [-1.862, 5.885, -1.070], [5.193, 4.039, 0.897], [4.449, 4.565, -0.311], [3.861, 3.476, -1.048], [4.570, 3.704, 1.723], [5.894, 4.777, 1.305], [5.851, 3.226, 0.576], [5.068, 5.097, -1.026], [3.620, 5.198, 0.022], [3.066, 3.223, -0.568], [-1.676, 2.759, 5.070], [-1.328, 1.373, 4.564], [-0.234, 1.377, 3.669], [-2.530, 2.728, 5.751], [-1.822, 3.430, 4.226], [-0.905, 3.187, 5.720], [-2.225, 0.963, 4.080], [-1.185, 0.676, 5.400], [-0.590, 1.233, 2.778], [0.169, 1.210, -4.473], [-0.253, 2.650, -4.330], [0.194, 3.225, -3.116], [1.230, 1.034, -4.628], [-0.428, 0.691, -5.234], [-0.161, 0.623, -3.606], [-1.342, 2.734, -4.431], [0.159, 3.226, -5.161], [0.132, 2.545, -2.437], [0.140, -4.604, -2.439], [-1.193, -4.126, -2.940], [-1.136, -2.778, -3.639], [-1.621, -5.113, -3.903], [0.540, -3.972, -1.639], [0.930, -4.662, -3.190], [0.063, -5.605, -2.008], [-1.931, -4.121, -2.133], [-2.062, -2.457, -4.109], [-0.279, -2.831, -4.319], [-0.802, -1.998, -2.944], [-1.926, -4.691, -4.710], [2.258, -5.105, 3.277], [2.728, -4.385, 2.034], [1.623, -3.948, 1.106], [3.416, -3.146, 2.435], [1.747, -4.413, 3.954], [3.095, -5.508, 3.853], [1.524, -5.886, 3.080], [3.484, -4.954, 1.491], [1.173, -4.794, 0.582], [2.087, -3.253, 0.409], [0.752, -3.521, 1.609], [4.293, -3.421, 2.721]], "forces_ev_per_a": [[0.277, -0.071, 0.396], [-0.330, 0.403, -0.583], [0.012, -0.111, -0.124], [-0.143, 0.096, 0.020], [0.121, 1.088, -0.907], [0.307, 0.005, -0.512], [-0.479, -0.197, 0.336], [0.111, -0.642, 0.343], [-0.135, -0.407, -0.136], [-0.017, 0.035, 0.382], [0.098, -0.336, 0.225], [-0.086, 0.231, 0.088], [0.366, -0.307, 0.636], [0.113, 0.201, -0.097], [-0.140, -0.104, -0.331], [0.180, -0.002, -0.091], [-0.167, -0.113, 0.108], [-0.237, 0.225, -0.180], [-0.016, -0.156, -0.158], [-0.081, 0.031, -0.016], [-0.230, -1.264, -0.276], [0.122, 0.017, 0.351], [-0.008, -0.083, 0.114], [0.386, 0.318, 0.365], [-0.126, 0.299, -0.030], [-0.053, 0.607, -0.218], [0.042, -0.088, -0.212], [-0.136, 0.154, -0.077], [-0.030, 0.039, -0.045], [1.295, 0.212, -0.051], [-1.124, -0.786, 0.141], [0.160, 0.291, 0.182], [-0.258, -0.072, -0.194], [-0.277, 0.183, -0.005], [-0.242, -0.168, 0.041], [0.193, 0.087, 0.163], [0.265, 0.400, -0.120], [-0.038, -0.201, -0.145], [0.449, 0.125, 0.665], [-1.051, -0.191, 0.266], [0.313, -0.275, 0.214], [-0.336, -0.053, -0.471], [-0.253, 0.090, 0.116], [0.316, -0.121, -0.376], [0.160, 0.093, -0.241], [0.526, 0.159, -0.020], [0.247, 0.096, 0.144], [-0.999, -1.158, 0.204], [0.045, -0.028, -0.378], [0.053, 0.150, -0.051], [0.060, 0.190, -0.042], [0.389, 0.386, -0.449], [0.356, 0.313, 0.310], [-0.034, -0.077, 0.186], [0.114, 0.195, 0.188], [-0.010, -0.001, 0.082], [0.761, -0.053, 0.961], [-0.494, -0.163, -1.138], [1.380, 0.272, 0.822], [-0.116, -0.310, 0.172], [-0.220, 0.156, -0.059], [-0.314, 0.140, -0.345], [-0.207, -0.015, -0.097], [0.070, 0.056, 0.074], [-0.033, -0.159, -0.113], [-0.439, 0.024, -0.530], [-0.397, -0.021, 0.156], [-0.006, 0.149, 0.118], [-0.139, 0.037, 0.538], [-0.042, 0.669, 0.392], [-0.173, -0.422, -0.132], [-0.061, -0.251, 0.283], [0.020, 0.173, -0.213], [-0.035, -0.189, -0.124], [0.247, -0.177, -0.216], [-0.209, -0.225, -0.081], [0.420, -0.087, -0.197], [-0.477, 0.094, -0.239], [0.349, 0.445, 0.236], [0.074, 0.150, 0.001]], "lowdin_charge": [0.258, 0.089, 0.149, 0.163, 0.738, -0.221, -0.230, -0.237, -0.214, -0.230, -0.214, -0.095, -0.330, -0.073, 0.072, 0.073, 0.057, 0.105, 0.106, 0.074, -0.088, -0.320, -0.079, 0.043, 0.063, 0.079, 0.108, 0.106, 0.079, -0.102, -0.305, -0.092, 0.066, 0.069, 0.073, 0.109, 0.109, 0.064, -0.089, -0.332, -0.099, 0.075, 0.071, 0.071, 0.115, 0.106, 0.025, -0.094, -0.326, -0.084, 0.079, 0.075, 0.052, 0.107, 0.109, 0.040, -0.063, -0.478, -0.060, -0.065, 0.060, 0.087, 0.081, 0.128, 0.082, 0.088, 0.066, 0.073, -0.058, -0.445, -0.061, -0.085, 0.081, 0.078, 0.086, 0.140, 0.082, 0.081, 0.084, 0.092]}



{"formula": "C4H9N2O2", "method": "ωB97M-V/def2-TZVPD", "homo_lumo_gap_ev": 7.36, "homo_energy_ev": -3.332, "charge": -1, "e_above_lowest_ev": 4.495, "e_lumo_ev": 4.03, "species": ["C", "N", "C", "O", "C", "N", "C", "O", "H", "H", "H", "H", "H", "H", "H", "H", "H"], "xyz": [[0.256, 0.187, -1.078], [1.103, -0.061, 0.095], [2.400, -0.409, 0.059], [3.116, -0.597, 1.018], [-1.086, -0.857, -0.959], [-1.321, -1.005, 0.416], [-2.163, 0.797, 0.674], [-1.929, 1.959, -0.094], [0.841, 0.156, -2.015], [-0.122, 1.247, -0.970], [0.595, -0.157, 0.977], [2.858, -0.388, -0.970], [-0.913, -1.825, -1.466], [-1.759, -0.211, -1.591], [-0.850, -1.860, 0.741], [-1.976, 1.015, 1.765], [-3.100, 0.278, 0.390]], "forces_ev_per_a": [[-0.794, -0.014, 0.379], [0.722, -0.252, -0.792], [-0.515, 1.069, -1.012], [0.597, -0.558, 0.961], [2.473, 1.805, -1.262], [-1.429, 0.402, -0.569], [-0.719, 4.881, -1.109], [-0.227, -5.243, 2.733], [-0.023, -0.389, 0.378], [0.099, -1.369, -0.220], [0.104, 0.047, -0.447], [-0.525, -0.158, 0.331], [0.176, 0.399, -0.140], [-0.341, -0.938, 0.946], [-0.220, 0.987, 0.424], [-0.054, -0.882, -0.982], [0.676, 0.213, 0.380]], "lowdin_charge": [-0.173, -0.002, -0.431, -0.049, -0.356, -0.165, -0.230, -0.323, 0.084, 0.078, 0.122, 0.122, 0.076, 0.085, 0.036, 0.068, 0.059]}